[1]
{
  "formula": "C48H44InN3O3P2S2",
  "method": "ωB97M-V with the def2-TZVPD basis set",
  "total_energy_ev": -106521.08333,
  "homo_lumo_gap_ev": [7.051, 6.805],
  "charge": 0,
  "symbols": ["In", "O", "S", "C", "C", "C", "C", "C", "C", "P", "C", "C", "C", "C", "C", "C", "C", "C", "C", "C", "C", "C", "C", "C", "C", "C", "C", "C", "P", "C", "C", "C", "C", "C", "C", "C", "C", "C", "C", "C", "C", "H", "H", "H", "H", "H", "H", "H", "H", "H", "H", "H", "H", "H", "H", "H", "H", "H", "H", "H", "H", "H", "H", "H", "H", "H", "H", "H", "H", "O", "N", "O", "C", "C", "C", "C", "C", "H", "H", "H", "H", "H", "H", "H", "H", "H", "H", "N", "C", "N", "C", "C", "C", "C", "C", "C", "S", "H", "H", "H", "H", "H", "H"],
  "positions_angstrom": [[0.132876, 0.463701, -1.396502], [2.319156, -1.474317, 3.165977], [1.246773, -0.626660, 2.578588], [0.096224, -1.774455, 1.772010], [-1.230740, -1.914666, 2.151308], [-2.073731, -2.756995, 1.435602], [-1.581797, -3.453728, 0.343299], [-0.245683, -3.331702, -0.015232], [0.621970, -2.502772, 0.689874], [2.405180, -2.284166, 0.237534], [2.485967, -3.019801, -1.440470], [2.399429, -4.387442, -1.705300], [2.505886, -4.860807, -3.003338], [2.712013, -3.973548, -4.053691], [2.820499, -2.615426, -3.800141], [2.714395, -2.141996, -2.498589], [3.174468, -3.641124, 1.199723], [2.477709, -4.573577, 1.960491], [3.157576, -5.570922, 2.646608], [4.540137, -5.649561, 2.575664], [5.243592, -4.720442, 1.821341], [4.564515, -3.720029, 1.144544], [0.235548, -0.103662, 3.984786], [0.506410, -0.723788, 5.194980], [-0.156678, -0.303252, 6.336412], [-1.067207, 0.743749, 6.261866], [-1.315679, 1.364911, 5.048089], [-0.670164, 0.950481, 3.883659], [-0.929727, 1.750228, 2.243265], [-2.701749, 2.205789, 2.327281], [-3.128779, 3.366870, 1.679863], [-4.477108, 3.682528, 1.604475], [-5.426290, 2.834986, 2.157897], [-5.015213, 1.669448, 2.789744], [-3.665085, 1.358521, 2.873980], [-0.105309, 3.361720, 2.503864], [-0.572641, 4.343437, 3.379452], [0.138114, 5.517632, 3.555290], [1.325606, 5.724628, 2.860074], [1.793048, 4.758074, 1.985825], [1.078883, 3.578920, 1.805511], [-1.610736, -1.376250, 3.008932], [-3.107201, -2.869298, 1.740679], [-2.232637, -4.103331, -0.228299], [0.124501, -3.884779, -0.868444], [2.260165, -5.085248, -0.887198], [2.437060, -5.923780, -3.197328], [2.802748, -4.345386, -5.066510], [2.999981, -1.921563, -4.611799], [2.830914, -1.082596, -2.297784], [1.398601, -4.520562, 2.031288], [2.603210, -6.287286, 3.239996], [5.069170, -6.427216, 3.111541], [6.323766, -4.768694, 1.768554], [5.119987, -2.986651, 0.570198], [1.248370, -1.511846, 5.219448], [0.044801, -0.783407, 7.285164], [-1.577248, 1.084637, 7.153743], [-2.026528, 2.179962, 5.002968], [-2.398970, 4.035566, 1.237148], [-4.784881, 4.592539, 1.104890], [-6.478427, 3.082377, 2.100956], [-5.746538, 1.004363, 3.232425], [-3.362782, 0.452318, 3.385743], [-1.504861, 4.200297, 3.912582], [-0.233124, 6.275206, 4.233903], [1.879053, 6.644518, 2.999839], [2.708955, 4.913214, 1.430461], [1.438024, 2.840274, 1.099632], [3.465117, 2.594916, -1.292400], [2.637362, 1.755995, -1.460129], [1.445872, 2.090907, -0.978885], [-1.932752, 0.427632, -4.828392], [-0.932526, -0.611065, -4.283063], [-0.317621, -1.377521, -5.459474], [-1.698467, -1.606652, -3.403700], [0.122593, 0.140145, -3.504066], [-2.413957, 0.969860, -4.011461], [-2.707860, -0.065793, -5.422033], [-1.428195, 1.159185, -5.461688], [-1.093371, -1.863277, -6.057733], [0.368307, -2.147363, -5.099564], [0.238773, -0.701760, -6.112741], [-2.196043, -1.100632, -2.573576], [-1.019477, -2.354297, -2.986947], [-2.465009, -2.121917, -3.989589], [1.112019, 0.094504, -3.961584], [-3.073856, -0.103501, -0.292108], [-2.980855, 1.066228, -0.940862], [-1.849182, 1.672247, -1.179202], [-2.054612, 2.875010, -1.862305], [-1.060504, 3.776303, -2.225914], [-1.433918, 4.926621, -2.898402], [-2.769856, 5.186059, -3.206156], [-3.766190, 4.296998, -2.840051], [-3.390350, 3.145242, -2.165026], [-4.402500, 1.849591, -1.577401], [-2.254334, -0.478740, 0.167126], [-3.969826, -0.476396, -0.037163], [-0.027068, 3.575618, -1.971867], [-0.672883, 5.638878, -3.188111], [-3.033410, 6.092637, -3.734148], [-4.803596, 4.494531, -3.075109]],
  "forces_ev_per_angstrom": [[0.04, -0.05, -0.05], [0.00, -0.02, -0.01], [0.01, -0.01, 0.03], [0.03, -0.03, -0.04], [-0.01, -0.01, -0.01], [0.03, -0.02, 0.02], [0.00, 0.00, 0.00], [-0.03, -0.01, 0.00], [-0.03, 0.06, 0.08], [0.00, -0.02, 0.05], [-0.01, 0.06, -0.04], [0.01, -0.01, -0.02], [-0.01, -0.01, 0.00], [0.00, 0.01, 0.00], [0.03, -0.01, 0.00], [0.00, -0.02, 0.01], [0.00, -0.01, 0.01], [-0.01, 0.02, 0.00], [0.01, -0.01, 0.00], [0.00, -0.01, 0.01], [0.00, 0.01, -0.01], [0.01, 0.00, 0.00], [0.02, -0.04, -0.03], [0.00, 0.01, -0.01], [-0.03, 0.03, 0.01], [0.03, -0.03, 0.00], [0.00, -0.03, 0.01], [-0.03, 0.07, 0.04], [-0.04, -0.02, -0.04], [0.02, 0.04, -0.06], [-0.01, -0.01, -0.03], [-0.01, -0.01, -0.02], [0.01, 0.00, 0.00], [-0.01, 0.00, 0.01], [-0.01, -0.02, -0.03], [0.08, -0.03, -0.01], [-0.01, 0.01, 0.01], [-0.01, 0.00, 0.01], [0.00, -0.01, -0.01], [0.01, 0.02, 0.00], [0.00, -0.01, 0.01], [-0.01, 0.00, 0.00], [0.00, 0.00, 0.00], [0.00, 0.00, 0.00], [-0.02, 0.02, 0.02], [0.02, 0.00, -0.01], [0.00, 0.00, 0.00], [-0.01, 0.00, 0.00], [0.00, 0.00, 0.00], [0.00, 0.01, 0.00], [0.00, 0.00, 0.01], [0.00, 0.00, 0.00], [0.00, 0.00, 0.00], [0.00, 0.00, 0.00], [0.00, 0.00, 0.00], [0.00, 0.00, 0.00], [0.00, 0.00, 0.00], [0.00, 0.00, 0.00], [-0.01, 0.00, 0.00], [-0.01, -0.01, 0.00], [0.00, 0.00, 0.00], [0.00, 0.00, 0.00], [0.00, 0.00, 0.00], [0.01, -0.01, -0.01], [0.01, -0.01, 0.01], [0.00, 0.00, 0.00], [0.00, 0.00, 0.00], [0.00, 0.00, 0.00], [-0.02, 0.02, 0.04], [0.08, 0.05, 0.00], [-0.04, -0.05, -0.01], [-0.05, 0.02, -0.02], [0.01, -0.02, 0.01], [-0.01, 0.07, -0.08], [0.01, 0.00, -0.01], [0.02, 0.00, 0.04], [-0.10, -0.06, -0.01], [0.00, 0.00, 0.01], [0.00, 0.00, 0.00], [0.00, 0.00, 0.00], [0.00, 0.00, 0.00], [-0.02, 0.02, 0.00], [0.00, 0.00, 0.00], [0.00, 0.01, 0.01], [0.01, -0.01, 0.01], [0.01, 0.00, -0.01], [0.04, -0.01, 0.05], [0.02, -0.07, -0.03], [0.01, 0.07, 0.01], [0.00, 0.04, -0.06], [-0.02, 0.01, 0.04], [-0.01, 0.00, 0.00], [0.00, 0.00, 0.00], [0.00, 0.01, 0.00], [0.00, -0.01, 0.00], [0.01, -0.01, -0.01], [0.01, 0.02, 0.07], [-0.02, 0.01, 0.02], [0.00, 0.02, 0.03], [0.00, 0.00, -0.01], [0.00, 0.00, 0.00], [0.00, 0.00, 0.00], [0.00, 0.00, 0.00]]
}

=====

[2]
{
  "formula": "C6H12O",
  "method": "ωB97M-V with the def2-TZVPD basis set",
  "total_energy_ev": -8462.67803,
  "homo_lumo_gap_ev": 10.881,
  "smiles": "CC(C)[C@H]1O[C@H]1C",
  "charge": 0,
  "symbols": ["C", "C", "C", "C", "O", "C", "C", "H", "H", "H", "H", "H", "H", "H", "H", "H", "H", "H", "H"],
  "positions_angstrom": [[1.971059, 0.189654, -0.815815], [0.551708, -0.314655, -0.617904], [0.448830, -1.799787, -0.991134], [0.130365, -0.114359, 0.810388], [0.109862, 1.131200, 1.483562], [-1.146182, 0.467668, 1.310396], [-2.154063, 1.466393, 0.693491], [2.259348, 0.112039, -1.868224], [2.029173, 1.231176, -0.491865], [2.677998, -0.401489, -0.217476], [-0.140676, 0.249599, -1.249788], [1.117829, -2.418668, -0.376114], [0.748953, -1.937183, -2.036615], [-0.569532, -2.185555, -0.873020], [0.630000, -0.829516, 1.485540], [-1.457536, -0.199597, 2.120720], [-1.588836, 2.181339, 0.089203], [-2.644050, 2.093925, 1.462045], [-2.974249, 1.077818, 0.082609]],
  "forces_ev_per_angstrom": [[0.07, 0.11, -0.04], [-0.06, 0.19, -0.08], [-0.06, 0.01, 0.00], [-0.05, -0.19, -0.15], [0.25, 0.13, 0.29], [-0.16, -0.02, 0.11], [0.19, -0.21, -0.16], [0.07, 0.07, 0.13], [0.17, -0.05, -0.11], [-0.12, 0.12, -0.11], [0.11, 0.06, -0.11], [-0.13, 0.21, -0.06], [-0.09, 0.00, 0.17], [0.12, 0.07, -0.02], [-0.56, -0.24, -0.30], [-0.44, 0.95, 0.42], [-0.02, -0.25, -0.09], [0.43, -0.57, 0.04], [0.26, -0.38, 0.08]]
}

=====

[3]
{
  "formula": "C53H44GeIrO6P2S4",
  "method": "ωB97M-V with the def2-TZVPD basis set",
  "total_energy_ev": -189213.54697,
  "homo_lumo_gap_ev": [3.421, 4.833],
  "multiplicity": 6,
  "charge": -2,
  "symbols": ["Ir", "S", "C", "S", "S", "O", "P", "C", "P", "O", "C", "C", "C", "C", "C", "C", "C", "C", "C", "C", "C", "C", "C", "C", "C", "C", "C", "C", "C", "C", "C", "C", "C", "C", "H", "H", "H", "H", "H", "H", "H", "H", "H", "H", "H", "H", "H", "H", "H", "H", "H", "H", "H", "H", "H", "H", "O", "C", "O", "H", "C", "Ge", "C", "C", "C", "C", "C", "C", "C", "C", "C", "C", "C", "C", "C", "C", "C", "C", "C", "C", "H", "H", "H", "H", "H", "H", "H", "H", "H", "H", "H", "H", "H", "H", "H", "H", "O", "C", "O", "C", "C", "C", "C", "S", "C", "C", "H", "H", "H", "H", "H"],
  "positions_angstrom": [[0.384266, 0.704156, -0.832439], [-3.393671, -1.073157, -3.921726], [-2.210588, -0.074931, -3.089260], [-2.349324, 1.543877, -3.636220], [-1.141141, -0.851898, -2.037366], [-1.611459, 1.766448, 0.378938], [-2.194861, 2.371102, 1.526572], [-1.716723, 1.788349, 3.312663], [-1.224902, -0.052329, 3.629980], [0.191042, -0.452518, 3.203243], [-2.411593, -1.129042, 2.692378], [-3.375814, -1.791400, 3.519733], [-4.044624, -3.037253, 3.036386], [-4.124709, -3.094839, 1.655089], [-3.439047, -2.140734, 0.796243], [-2.611451, -1.221193, 1.348242], [-1.722254, 0.027080, 5.328436], [-0.676249, -0.115785, 6.098413], [-0.637365, 0.309706, 7.435820], [-1.878832, 0.959434, 7.941498], [-2.910119, 1.195090, 7.109924], [-2.876479, 0.625772, 5.729376], [-2.251974, 4.058382, 1.479215], [-2.341416, 4.664336, 0.332867], [-2.023347, 5.943008, 0.310966], [-1.774749, 6.665391, 1.465553], [-1.928057, 6.187754, 2.769248], [-2.130258, 4.731992, 2.689267], [-4.018782, 1.821653, 0.878511], [-4.406520, 1.700277, -0.294449], [-5.702775, 1.446534, -0.461704], [-6.558526, 1.114368, 0.607917], [-6.174061, 1.015129, 1.974008], [-4.953997, 1.448509, 2.189859], [-2.499069, 2.407626, 3.920734], [-0.711263, 2.425811, 3.625620], [-3.250997, -1.618959, 4.530824], [-4.437242, -3.809910, 3.645120], [-4.968654, -4.051356, 1.260608], [-3.309631, -1.988910, -0.303283], [-2.116172, -0.613853, 0.638986], [0.309278, -0.382498, 5.638283], [0.172144, 0.481753, 8.014418], [-1.794386, 0.847596, 9.293272], [-4.090366, 1.198391, 7.417117], [-3.818930, 0.353191, 5.201968], [-2.350829, 4.171515, -0.632014], [-1.611306, 6.493337, -0.651842], [-1.332710, 7.620873, 1.470420], [-1.491900, 6.637700, 3.774857], [-1.667887, 4.174467, 3.621463], [-3.674362, 1.052543, -1.300042], [-5.797969, 1.497290, -1.710156], [-7.763459, 0.828739, 0.241119], [-6.817236, 0.405622, 2.660242], [-4.366890, 1.522006, 3.126757], [0.987975, 2.979092, 2.543246], [1.735981, 2.346213, 1.814808], [1.682265, 1.756077, 0.625960], [2.752955, 2.139524, 2.160474], [1.531701, -0.621451, -1.098200], [1.995010, -2.249682, -1.986873], [1.248844, -3.478118, -0.791401], [0.908351, -4.732134, -1.206237], [0.006986, -5.490918, -0.570854], [-0.612091, -5.060972, 0.615677], [-0.236864, -3.801017, 1.107715], [0.639857, -2.959545, 0.458251], [1.408818, -2.679935, -3.877787], [2.151590, -2.555540, -4.984386], [1.687081, -2.837257, -6.251624], [0.296810, -3.060974, -6.406357], [-0.544752, -3.038287, -5.305403], [0.034940, -2.939601, -4.058949], [4.006159, -2.275759, -2.083218], [4.672758, -1.321287, -2.760053], [6.199414, -1.194864, -2.726040], [6.868484, -2.222508, -2.079134], [6.150069, -3.140600, -1.200465], [4.730487, -3.132730, -1.206975], [2.817315, -0.836289, -0.701923], [1.307181, -5.155481, -2.111674], [-0.226406, -6.638627, -0.784720], [-1.207281, -5.715821, 1.271262], [-0.700174, -3.415920, 1.983993], [0.943128, -2.006577, 0.659116], [3.265592, -2.317118, -4.993373], [2.255382, -2.967836, -7.135056], [-0.233379, -3.040857, -7.409988], [-1.610617, -2.971328, -5.302222], [-0.612282, -3.117452, -3.288542], [4.157831, -0.454807, -3.133175], [6.355872, -0.326031, -3.333019], [7.833850, -2.090444, -1.969865], [6.633299, -3.840986, -0.807231], [4.091792, -4.069329, -0.618373], [7.969192, 2.528051, -3.100492], [7.037856, 2.222231, -4.092704], [7.314791, 2.048249, -5.263610], [5.583578, 2.057025, -3.678828], [4.570211, 1.878198, -4.729936], [3.249382, 1.815323, -4.428932], [2.753936, 2.187712, -3.188614], [1.011105, 2.256071, -2.712962], [3.652453, 2.203639, -2.172375], [4.981950, 2.085498, -2.441265], [7.537490, 2.662387, -2.267762], [5.074544, 1.947362, -5.719554], [2.502242, 1.603291, -5.114388], [3.285937, 2.327140, -1.169398], [5.731597, 2.008756, -1.628222]],
  "forces_ev_per_angstrom": [[-3.13, 4.01, 0.86], [0.89, 1.35, 0.67], [-0.74, -0.08, -1.06], [0.04, -1.53, 0.46], [0.36, 1.37, 1.06], [4.98, -2.34, -4.90], [-3.94, -3.35, 3.42], [0.97, 3.09, -1.07], [0.06, 0.57, -1.43], [-2.18, 0.85, 0.71], [-2.32, 0.74, 3.17], [1.66, -3.40, -2.42], [1.57, 4.37, -1.17], [-2.20, -2.39, -2.09], [-0.95, -1.20, -0.27], [0.61, -0.16, -0.38], [0.13, -1.33, -3.73], [5.42, 0.23, 3.21], [-4.25, 0.77, -1.54], [2.44, -1.75, 3.89], [-4.45, -2.52, -1.04], [-3.06, 1.62, 1.95], [-0.51, -0.29, 5.60], [-0.07, 0.04, -4.91], [2.26, 5.31, -2.20], [-0.24, 0.82, 2.13], [0.78, -3.47, -0.12], [2.58, 1.68, 3.11], [2.50, 1.26, 14.00], [3.40, -3.69, -7.94], [-4.56, -0.95, -3.25], [-3.98, -0.56, -3.63], [-2.22, -1.62, -1.16], [5.20, 2.39, -2.28], [1.01, -2.23, -0.56], [-2.20, -1.84, -1.25], [-0.14, 0.10, 2.11], [-0.58, -0.17, 0.69], [3.08, 3.05, 0.64], [-1.34, -1.35, 0.67], [0.85, 0.70, -0.32], [-0.94, -0.18, 0.39], [2.84, -0.13, 1.43], [-1.04, 1.21, -4.15], [3.10, 0.86, -0.07], [0.49, 0.75, 0.58], [-0.32, -0.55, 0.20], [-1.48, -1.35, 1.74], [0.32, 1.31, -0.85], [-1.33, -0.69, -2.51], [-1.77, 1.01, -1.95], [-1.63, 3.24, 3.08], [-1.54, -0.57, 3.57], [3.71, 0.78, 1.35], [0.64, 1.08, -0.40], [-0.83, -0.32, -0.52], [-0.37, -0.25, -1.40], [0.80, -1.12, -0.68], [-1.58, 0.29, 0.49], [0.52, 0.25, 0.45], [7.07, -4.04, -0.44], [0.74, 0.56, -2.51], [-1.64, 0.58, 2.95], [0.95, -0.10, -1.68], [-2.90, -4.44, 2.83], [1.29, 0.45, 0.02], [-0.38, 0.35, 0.05], [0.79, -4.14, -3.93], [-2.15, 0.15, 2.67], [4.19, 0.10, -2.13], [-3.12, -0.70, -0.17], [-0.65, 0.96, -1.42], [1.11, 0.29, 0.26], [1.73, -0.17, -1.47], [-1.05, -1.07, 1.86], [4.03, 1.20, 0.48], [-5.54, -1.88, -0.07], [-5.25, 0.77, 0.96], [-5.20, 6.39, -5.35], [-0.02, -3.04, 0.33], [-3.28, 2.23, 0.24], [0.38, 0.12, -0.42], [0.68, 2.65, -0.28], [0.04, 0.36, -0.75], [-0.33, 0.10, 0.82], [0.19, 2.36, 1.44], [-1.43, -0.24, 0.64], [0.99, 0.40, -0.48], [1.16, -0.40, 1.03], [-0.56, -0.44, -0.61], [-1.24, -0.09, 2.27], [-0.30, 0.03, -0.70], [1.77, 0.07, 0.01], [5.04, -0.11, 0.33], [3.99, -5.60, 3.80], [2.01, 3.02, -1.53], [-0.23, -0.43, -2.39], [-1.25, -0.69, 0.02], [0.90, 0.59, 1.69], [-2.63, -0.01, -2.06], [4.03, 0.89, 0.10], [-0.40, 0.92, -0.04], [-1.58, -1.44, 0.96], [0.53, -0.16, -0.48], [0.23, 0.50, 1.21], [3.62, 0.22, 1.66], [-0.68, 0.07, 0.71], [-1.21, -0.68, 0.38], [-1.00, -0.33, -1.81], [0.11, -0.11, 0.40], [-0.86, 0.23, 0.23]]
}